Here is a structure of composition C25H46F3NP2PbSSi4 at a distorted geometry from the Open Molecules 2025 dataset. Energies are from wB97M-V/def2-TZVPD.

```
83
Properties=species:S:1:pos:R:3:forces:R:3
Pb 0.27003 -0.93540 0.03730 -0.2 0.1 0.2
F -1.63307 -5.41150 3.97380 0.2 0.0 0.1
C -2.25257 -4.28680 3.54000 -0.3 -0.5 0.1
F -3.22127 -4.03870 4.44980 0.0 0.2 0.1
F -2.87517 -4.62180 2.41620 0.1 0.2 -0.2
C -1.27467 -3.14980 3.47700 0.2 0.1 0.1
C -0.63427 -2.86500 4.67010 0.1 0.3 -0.2
C 0.31073 -1.84280 4.72720 -0.1 -0.2 0.1
C 0.58803 -1.16520 3.55980 0.1 0.0 0.1
N -0.01527 -1.42680 2.40920 -0.5 -0.2 0.7
C -0.96007 -2.39450 2.32790 0.2 -0.1 0.3
S -1.67017 -2.59420 0.78780 -0.7 -0.3 -0.5
H -0.86667 -3.44900 5.55040 0.0 0.0 0.0
H 0.80643 -1.59400 5.65220 0.1 0.0 0.0
H 1.33003 -0.37690 3.52030 0.1 0.1 0.1
C 0.53743 -1.40940 -4.45020 0.1 0.0 0.3
P 1.18363 -1.03310 -2.75940 0.2 0.1 -1.3
C 2.27053 0.38080 -3.23410 -0.1 -0.2 0.0
C 2.37683 -2.40210 -2.53150 -0.2 0.1 0.2
C 2.31483 -3.56690 -3.28710 0.0 -0.1 -0.1
C 3.16453 -4.62680 -3.02600 0.0 0.0 0.0
C 4.08743 -4.53490 -2.00160 0.1 0.0 0.0
C 4.13903 -3.39170 -1.22520 0.0 -0.1 0.0
C 3.27633 -2.33100 -1.46200 -0.2 0.2 0.1
P 3.25663 -0.83640 -0.39280 1.5 0.2 0.2
C 4.94863 -0.17720 -0.81410 -0.3 -0.1 0.1
C 3.72043 -1.56620 1.24070 -0.2 0.1 -0.2
H -0.18967 -2.21730 -4.41470 0.0 0.0 -0.1
H 1.35603 -1.66830 -5.12250 0.0 0.0 0.0
H 0.04263 -0.51540 -4.82350 0.0 0.0 0.0
H 2.98193 0.08840 -4.00440 0.0 0.0 -0.1
H 2.80283 0.74600 -2.36170 0.0 0.1 -0.1
H 1.62953 1.17630 -3.60480 -0.1 0.1 -0.1
H 1.58343 -3.67550 -4.07040 -0.1 0.0 -0.2
H 3.09953 -5.52760 -3.61750 0.0 -0.1 -0.1
H 4.75723 -5.35610 -1.79580 0.1 -0.1 0.0
H 4.84333 -3.35480 -0.40920 0.1 0.1 0.1
H 5.68523 -0.97850 -0.79190 0.1 0.0 0.0
H 5.20993 0.58240 -0.07920 0.1 0.1 0.0
H 4.94533 0.27640 -1.80220 0.0 0.0 -0.1
H 4.72713 -1.97940 1.21120 0.0 -0.1 0.1
H 3.00313 -2.33640 1.51830 0.0 -0.1 0.1
H 3.69353 -0.77470 1.99010 0.0 0.0 0.0
C -4.07447 2.71200 -1.73960 0.5 -0.4 0.2
Si -2.85587 1.23980 -1.67480 -0.5 0.0 -0.6
C -3.92997 -0.32050 -1.42570 0.5 0.4 0.0
C -2.05627 1.13610 -3.41280 -0.1 0.0 0.7
Si -1.20647 1.36410 0.04260 -0.2 0.5 -0.2
Si 0.20313 3.29670 -0.16790 0.5 0.7 0.1
C -0.83637 4.87020 0.12410 0.2 -0.6 0.0
C 1.17263 3.66600 -1.78930 -0.5 -0.5 0.4
C 1.54693 3.21390 1.20050 -0.6 -0.1 -0.4
Si -2.41757 1.67220 2.08120 -0.4 0.1 0.7
C -3.61257 3.16710 2.07310 0.5 -0.4 -0.2
C -1.23597 1.99150 3.55160 -0.2 -0.2 -0.6
C -3.51977 0.17680 2.52180 0.5 0.3 -0.3
H -4.80927 2.59790 -2.53210 0.0 -0.2 -0.2
H -3.56047 3.65420 -1.89450 0.1 0.2 0.0
H -4.61677 2.78320 -0.80380 -0.1 0.1 0.2
H -4.59387 -0.51970 -2.26370 0.0 0.1 -0.2
H -4.54687 -0.21210 -0.53910 -0.1 0.0 0.2
H -3.31217 -1.20070 -1.27520 0.1 -0.2 0.0
H -2.79347 1.02720 -4.20270 -0.3 0.0 -0.1
H -1.39597 0.27710 -3.45630 0.1 -0.2 0.0
H -1.46807 2.02070 -3.63100 0.2 0.2 0.0
H -1.59017 4.97730 -0.64910 -0.2 0.0 -0.2
H -0.24567 5.78150 0.13640 0.3 0.1 0.0
H -1.34657 4.79770 1.07630 -0.2 0.0 0.2
H 0.55113 3.51130 -2.66630 -0.1 0.0 -0.2
H 2.05393 3.04040 -1.88470 0.1 -0.2 0.0
H 1.51403 4.69850 -1.81470 -0.1 0.2 0.2
H 1.07693 3.19730 2.17670 -0.1 0.0 0.3
H 2.23413 4.05480 1.18340 0.1 0.2 -0.2
H 2.13123 2.30270 1.10070 0.1 -0.2 0.0
H -3.08967 4.10240 1.91530 0.1 0.2 0.0
H -4.15527 3.25100 3.01050 0.0 -0.2 0.2
H -4.34377 3.06800 1.27990 -0.2 0.0 -0.2
H -0.75637 2.95940 3.45220 0.1 0.2 0.0
H -0.45717 1.23990 3.60100 0.2 -0.2 0.0
H -1.76067 1.97460 4.50250 -0.2 0.0 0.1
H -4.41087 0.16010 1.90200 -0.2 0.0 -0.2
H -3.83807 0.18820 3.56130 0.0 0.2 0.2
H -2.99707 -0.75690 2.35240 0.1 -0.2 -0.1
```
Forces are in eV/Å.

Calculated values
Max |F|, eV/A: 1.50
Calculated total energy, eV: -102488.6911
Molar mass, g/mol: 831.203
Energy relative to the best compared isomer or geometry (same formula, charge and spin), eV: 1.277
Total charge: 0